Computed, not measured: a 2-piece molecular cluster, C6H17N2 overall at a distorted geometry, with wB97M-V/def2-TZVPD.

Each line ends with the Mulliken charge.
Geometry (Å):
C (1.262, 1.782, -0.515)  -1.393
C (0.506, 0.153, 1.344)  -1.213
C (2.375, -0.326, -0.323)  -1.632
C (-0.412, -1.657, -0.641)  -0.676
C (-2.715, 0.609, -0.084)  -0.060
C (1.025, 0.290, -0.035)  1.177
N (-3.287, -0.208, 0.719)  -0.175
N (-0.039, -0.293, -0.863)  -0.241
H (2.376, 1.885, -0.309)  0.297
H (0.807, 2.091, -1.519)  0.300
H (0.830, 2.529, 0.066)  0.423
H (-0.434, 0.808, 1.455)  0.290
H (1.331, 0.473, 2.040)  0.368
H (0.168, -0.825, 1.688)  0.307
H (2.395, -1.456, -0.170)  0.278
H (2.740, -0.235, -1.349)  0.415
H (3.114, 0.146, 0.314)  0.491
H (-0.286, -2.316, -1.541)  0.333
H (0.249, -2.091, 0.161)  0.248
H (-1.407, -1.835, -0.075)  0.027
H (-3.365, 1.092, -0.756)  0.344
H (-1.590, 0.706, -0.198)  0.232
H (-2.955, -0.822, 1.441)  0.314
H (-4.265, -0.560, 0.688)  0.275
H (0.132, -0.092, -1.839)  0.270

**Total charge**: +1
**LUMO**: -0.1855 Ha
**Orbital gap**: 7.544 eV
**HOMO energy**: -0.463 Eh

---

Computed, not measured: C35H30BBr3KN5O10 as an isolated structure at a distorted geometry, with wB97M-V/def2-TZVPD.

Each line ends with the Mulliken charge.
Geometry (Å):
K (-0.875, 0.048, 0.284)  1.169
O (-5.511, -2.241, -0.048)  -0.511
C (-4.443, -1.538, -0.488)  0.267
O (-4.177, -0.425, -0.083)  -0.510
C (-3.534, -2.337, -1.430)  0.419
C (-4.090, -3.408, -2.114)  -0.881
C (-3.234, -4.179, -2.968)  -0.564
C (-1.940, -3.768, -3.048)  -1.064
C (-1.432, -2.635, -2.234)  0.118
N (-2.313, -1.822, -1.461)  0.355
C (-0.105, -2.396, -2.226)  0.046
O (0.787, -3.257, -2.889)  -0.671
O (0.435, -1.214, -1.731)  -0.562
H (-5.880, -1.573, 0.580)  0.350
H (-5.106, -3.652, -1.859)  0.486
H (-3.699, -4.939, -3.637)  0.291
H (-1.244, -4.156, -3.813)  0.299
H (1.268, -2.698, -3.514)  0.309
O (5.364, 0.836, 5.061)  -0.743
C (4.804, 1.822, 4.538)  0.292
O (5.226, 2.987, 4.508)  -0.724
C (3.504, 1.488, 3.708)  0.106
C (2.742, 0.358, 3.942)  -0.743
C (1.652, 0.129, 3.188)  -0.202
N (1.215, 0.889, 2.212)  0.460
C (1.935, 1.967, 1.927)  0.373
C (3.075, 2.334, 2.666)  -0.505
C (1.332, 2.820, 0.747)  0.254
O (2.148, 3.550, 0.144)  -0.823
O (0.069, 2.774, 0.603)  -0.507
H (3.067, -0.299, 4.793)  0.315
H (1.052, -0.800, 3.315)  0.279
H (3.673, 3.226, 2.403)  0.470
Br (-4.230, 3.666, 5.798)  -0.239
C (-3.371, 2.634, 4.432)  0.193
C (-2.822, 3.347, 3.369)  -1.152
C (-2.321, 2.593, 2.321)  -0.477
N (-2.424, 1.272, 2.261)  0.393
C (-2.901, 0.573, 3.309)  0.462
C (-3.375, 1.234, 4.474)  -0.853
C (-3.034, -0.887, 3.138)  0.397
C (-3.883, -1.664, 3.974)  -1.137
C (-3.817, -3.021, 3.763)  -0.025
Br (-5.002, -4.207, 4.775)  -0.238
C (-2.969, -3.585, 2.849)  -0.698
C (-2.250, -2.729, 2.007)  -0.464
N (-2.218, -1.424, 2.187)  0.356
H (-2.847, 4.421, 3.346)  0.460
H (-1.717, 3.071, 1.560)  0.651
H (-3.705, 0.669, 5.345)  0.484
H (-4.586, -1.254, 4.633)  0.584
H (-2.915, -4.656, 2.588)  0.371
H (-1.657, -3.103, 1.208)  0.505
C (3.902, -0.828, -0.157)  -1.766
C (3.570, 0.144, -1.275)  1.234
C (4.271, 1.458, -1.093)  -1.828
O (2.120, 0.302, -1.210)  0.823
B (1.688, -0.739, -1.931)  0.983
O (2.577, -1.203, -2.883)  -0.601
C (3.772, -0.404, -2.716)  1.395
C (5.012, -1.261, -2.765)  -1.779
C (3.906, 0.633, -3.833)  -1.960
H (3.307, -0.597, 0.759)  0.087
H (4.988, -0.784, 0.052)  0.341
H (3.708, -1.837, -0.513)  0.438
H (4.092, 1.794, -0.097)  0.420
H (3.769, 2.233, -1.666)  0.279
H (5.307, 1.238, -1.329)  0.475
H (4.927, -2.051, -1.982)  0.324
H (5.861, -0.572, -2.557)  0.342
H (5.105, -1.752, -3.718)  0.508
H (3.164, 1.460, -3.690)  0.313
H (3.641, 0.115, -4.781)  0.473
H (4.843, 1.163, -3.908)  0.367
Br (-3.715, 1.339, -5.358)  -0.246
C (-2.372, 1.979, -4.151)  -0.030
C (-1.261, 2.660, -4.521)  -0.341
C (-0.476, 3.174, -3.428)  -0.677
C (-0.725, 2.770, -2.157)  -0.091
N (-1.801, 2.001, -1.810)  -0.052
C (-2.628, 1.664, -2.794)  -0.412
H (-1.080, 2.954, -5.517)  0.555
H (0.321, 3.911, -3.578)  0.437
H (-0.079, 3.128, -1.329)  0.321
H (-3.435, 1.061, -2.478)  0.448

**Total charge**: -2
**LUMO**: 0.1163 Ha
**Orbital gap**: 4.392 eV
**HOMO energy**: -0.045 Eh